[1]
Below is the molecule C4H5NO2, with properties calculated with ωB97M-V/def2-TZVPD.

As for the energy above the lowest of the compared OMol25 structures with the same formula, charge and spin: 54.6 kcal per mole. The value obtained for the calculated total energy is -9811.94687 eV. The SMILES is COc1ccon1. Its HOMO-LUMO gap is 0.3942 hartree. Its HOMO energy is -9.726 eV. As for the spin multiplicity: 1.

XYZ file:
```
12
Properties=species:S:1:pos:R:3:mulliken_charge:R:1
O -0.195 -0.734 -1.029 -0.37
O -0.107 1.318 1.713 -0.18
N -0.375 0.073 1.166 -0.37
C 0.026 0.171 -0.079 0.74
C -0.517 -2.036 -0.574 -0.65
C 0.635 1.418 -0.362 -0.47
C 0.456 2.100 0.782 -0.31
H 0.349 -2.436 -0.037 0.30
H -1.392 -2.019 0.084 0.30
H 0.594 3.135 1.047 0.43
H 1.240 1.621 -1.232 0.34
H -0.714 -2.612 -1.478 0.23
```

[2]
Below is the molecule C23H33N5O2, with properties calculated with ωB97M-V/def2-TZVPD.

As for the energy above the lowest of the compared OMol25 structures with the same formula, charge and spin: 44.8 kcal per mole. The value obtained for the calculated total energy is -35932.36859 eV. The SMILES is CCCCN(CCCC)c1nc2ccccc2nc1[C@@H](C#N)C(=O)NCCCOC. Its HOMO-LUMO gap is 0.2847 hartree. Its HOMO energy is -8.066 eV. As for the spin multiplicity: 1.

XYZ file:
```
63
Properties=species:S:1:pos:R:3:mulliken_charge:R:1
O 0.153 -3.135 5.597 -0.36
O 1.924 -1.504 1.229 -0.63
N -2.009 0.035 0.323 -0.75
N 0.585 0.624 -2.158 0.69
N 0.763 -2.799 -1.914 -0.67
N -1.602 1.310 -2.073 -0.27
N 0.152 -0.495 2.214 0.16
C 1.040 0.377 -4.569 -0.74
C 3.380 1.329 0.340 -0.42
C -0.220 -1.465 0.066 0.80
C -4.882 2.566 -1.178 -0.56
C -2.747 1.497 -1.398 -0.09
C 0.441 -4.508 5.569 -0.71
C 3.590 2.385 1.418 -1.38
C 0.699 1.332 -3.421 -1.14
C -0.623 0.589 -1.547 0.39
C 0.812 -0.138 3.448 -0.72
C -0.004 -0.719 -4.780 -0.01
C 0.305 -0.967 4.627 -0.84
C 0.763 -1.166 1.227 -0.31
C 0.364 -2.195 -1.029 -0.38
C -5.003 2.080 0.133 -0.58
C -4.031 1.281 0.674 -0.53
C -2.902 0.958 -0.094 0.11
C 0.654 -2.444 4.476 -0.26
C -0.940 -0.208 -0.386 0.84
C 2.055 1.525 -0.391 -0.25
C -3.782 2.280 -1.941 -0.57
C -1.377 -0.178 -5.158 -1.07
C 1.829 0.431 -1.441 -1.52
H 0.212 -2.853 3.554 0.23
H 4.199 1.376 -0.381 0.39
H -5.878 2.335 0.712 0.39
H -0.004 -4.991 4.690 0.29
H 0.353 -1.377 -5.576 0.44
H 2.004 -0.097 -4.371 0.35
H 1.235 1.504 0.333 0.18
H 1.880 -0.546 -0.964 0.14
H 1.746 -2.570 4.405 0.34
H -0.778 -0.869 4.717 0.29
H 0.644 0.926 3.645 0.41
H -1.812 0.387 -4.338 0.09
H -0.249 1.830 -3.615 0.58
H 2.038 2.505 -0.876 0.64
H -0.082 -1.320 -3.872 -0.10
H 0.013 -4.935 6.474 0.26
H -0.992 -2.118 0.502 0.88
H 3.391 0.335 0.791 0.30
H 2.633 0.459 -2.177 0.66
H -2.049 -0.999 -5.397 0.39
H 4.537 2.225 1.928 0.40
H 1.881 -0.311 3.297 0.42
H 1.523 -4.688 5.556 0.29
H -5.672 3.182 -1.584 0.39
H 0.753 -0.596 5.549 0.32
H -1.306 0.470 -6.030 0.30
H 1.138 0.971 -5.480 0.48
H 2.792 2.341 2.156 0.24
H 3.599 3.382 0.982 0.38
H 1.480 2.095 -3.337 0.33
H -4.116 0.882 1.674 0.43
H -3.667 2.666 -2.942 0.45
H -0.833 -0.279 2.112 0.18
```

[3]
Below is a cluster of 2 separate species, C4H9NO in total, with properties calculated with ωB97M-V/def2-TZVPD.

As for the energy above the lowest of the compared OMol25 structures with the same formula, charge and spin: 56.2 kcal per mole. The value obtained for the calculated total energy is -7829.88384 eV. The SMILES is C=C[C@H]1CN1.O. Its HOMO-LUMO gap is 0.3946 hartree. Its HOMO energy is -9.837 eV. As for the spin multiplicity: 1.

XYZ file:
```
15
Properties=species:S:1:pos:R:3:mulliken_charge:R:1
O -0.405 -2.238 1.447 -0.70
N -0.503 0.632 1.000 -0.50
C 1.504 -0.832 -0.721 -0.92
C -1.403 1.056 -0.072 -0.32
C 0.872 0.273 -1.108 -0.35
C 0.070 1.170 -0.229 0.00
H -0.315 -2.516 0.528 0.31
H 0.950 0.605 -2.143 0.31
H 0.456 2.189 -0.176 0.37
H -1.939 0.244 -0.556 0.22
H -0.471 1.311 1.754 0.22
H 1.450 -1.205 0.299 0.46
H -1.975 1.972 0.062 0.27
H -0.491 -1.267 1.382 0.40
H 2.092 -1.407 -1.433 0.23
```

[4]
Below is a structure of composition C10H19NO15Tl2 at a distorted geometry, with properties calculated with ωB97M-V/def2-TZVPD.

The value obtained for the calculated total energy is -52187.18300 eV. The net charge is +4. Its HOMO-LUMO gap is 0.1012 hartree. Its HOMO energy is -21.814 eV. As for the spin multiplicity: 1.

XYZ file:
```
47
Properties=species:S:1:pos:R:3:mulliken_charge:R:1
Tl -1.303 3.419 -1.568 0.60
Tl 2.722 2.042 -2.573 1.02
O -0.834 -2.250 -0.276 -0.50
O -3.434 1.410 0.638 -0.29
O -3.031 2.103 2.817 -0.42
O 1.380 2.044 -1.355 -0.57
O 2.340 3.854 -1.600 -0.56
O -0.628 1.971 -0.439 -0.30
O 0.299 -2.131 1.786 -0.28
O 0.948 -1.524 -1.698 -0.28
O 0.309 -3.956 0.618 -0.23
O 2.374 0.296 -1.453 -0.47
O -1.559 0.752 1.685 -0.11
O 0.792 0.564 0.216 -0.71
O 2.911 -1.782 -2.270 -0.31
O 0.370 3.994 -0.715 -0.55
O 2.233 4.411 0.466 -0.36
N 1.646 4.037 -0.591 1.37
C -4.637 2.177 0.547 -0.77
C 4.274 -1.548 -2.456 -0.52
C 0.593 1.602 -0.535 1.39
C 2.120 -0.877 -1.724 1.02
C -0.594 0.769 2.665 -0.62
C -0.381 -4.960 -0.163 -0.63
C -0.047 -0.818 2.163 -0.67
C -0.189 -2.703 0.642 0.70
C -0.263 -0.806 -1.415 -0.63
C -2.665 1.492 1.790 0.46
H -0.482 -4.759 -1.229 0.34
H 0.329 0.323 2.295 -0.02
H -1.346 -5.246 0.255 0.35
H -0.821 0.282 3.614 0.46
H 4.709 -1.346 -1.478 0.35
H -0.264 0.085 -2.042 0.29
H 0.227 -5.865 -0.172 0.30
H -0.386 -0.549 -0.362 0.79
H -4.784 2.699 -0.399 0.29
H 4.413 -0.682 -3.102 0.19
H -0.327 1.822 2.756 0.51
H 0.166 -0.792 3.232 0.41
H -1.126 -0.681 2.092 0.56
H -0.135 0.579 0.466 -0.41
H -4.617 3.031 1.224 0.42
H 4.798 -2.409 -2.872 0.30
H -1.072 -1.486 -1.681 0.63
H -5.489 1.513 0.688 0.30
H 0.462 -0.103 1.516 1.14
```